75
Properties=species:S:1:pos:R:3:forces:R:3 method="wB97M-V/def2-TZVPD" total_charge=-2 homo_ev=-2.6 multiplicity=1 homo_lumo_gap_ev=2.303
O 2.054 -2.911 -2.366 0.1363 0.2044 2.2038
V 2.361 -2.848 -0.806 0.4806 -0.5594 -2.2268
O 3.735 -3.606 -0.654 -1.1042 0.6772 0.3097
N -1.835 -5.353 2.289 -0.1038 1.7475 -3.2398
O -0.862 -5.273 1.507 2.2571 -0.4440 -0.0689
O -2.889 -5.628 1.779 -3.2939 -2.0808 -1.3897
O -1.826 -4.943 3.399 1.4364 0.7233 4.5602
N -2.721 0.379 1.221 1.4040 1.2736 -1.5582
O -1.703 -0.170 0.767 0.6601 -1.9342 0.4517
O -3.487 -0.082 2.018 -1.0455 -1.9059 1.7280
O -2.904 1.500 0.781 -0.9713 2.5133 -0.6841
N 2.696 2.912 -0.435 -3.0622 0.1578 -0.3099
O 2.254 3.274 -1.532 1.0813 -0.8394 -2.3135
O 3.159 1.777 -0.219 1.0204 -0.3550 -0.2295
O 2.389 3.671 0.468 1.1329 0.8206 2.8109
C -2.163 1.369 -6.563 -0.7373 1.8061 0.8261
C -3.482 1.717 -7.325 1.3999 1.2218 -1.1437
C -4.384 0.506 -7.332 0.6443 -1.1749 -0.1775
C -5.786 0.683 -7.758 -0.9568 1.5259 0.3851
C -6.375 1.775 -6.867 -1.0694 -0.0744 -0.3541
C -5.671 3.168 -6.971 0.4796 -0.6664 0.8318
N -4.200 2.943 -6.776 -0.9406 -3.2490 1.3670
O -3.475 4.108 -6.799 0.0489 0.3226 -0.6953
C -5.985 4.003 -8.239 -0.4320 0.2530 0.4569
C -6.172 3.961 -5.732 0.1064 0.1202 0.2599
C -2.985 1.978 -8.782 -1.3686 0.0432 -0.0015
H -1.587 0.533 -6.958 -0.5486 -0.2365 0.0823
H -2.372 1.346 -5.494 0.0117 -0.7920 0.0754
H -1.498 2.231 -6.610 0.0604 0.1466 -0.3240
H -4.004 -0.238 -8.033 0.7860 -0.0445 0.1176
H -4.378 0.012 -6.361 0.0282 0.1701 0.2334
H -6.293 -0.279 -7.687 -0.3008 0.1538 0.0900
H -5.902 1.054 -8.776 0.2801 -0.2330 -0.3513
H -6.479 1.429 -5.838 0.8920 0.1240 0.2803
H -7.439 1.862 -7.085 -0.1802 0.5981 -0.5073
H -5.660 5.020 -8.015 0.3415 0.1491 -0.2547
H -5.588 3.693 -9.205 0.1663 -0.2832 0.1892
H -7.058 4.150 -8.357 -0.1680 -0.3544 0.0384
H -5.894 3.415 -4.831 -0.0475 -0.0828 -0.0699
H -5.777 4.967 -5.590 0.4719 -0.0381 -0.4578
H -7.250 4.121 -5.714 -0.2171 -0.3847 -0.2877
H -3.852 2.309 -9.354 -0.0826 -0.0287 -0.3714
H -2.681 1.020 -9.204 0.4054 0.2059 -0.1075
H -2.237 2.762 -8.899 0.1963 -0.2507 0.3164
H -3.770 4.426 -7.656 0.7294 1.0630 -0.4489
C 2.618 -0.123 6.414 0.3121 -0.6109 -0.4937
C 4.040 -0.674 6.675 0.7373 0.5853 0.8421
C 4.392 -0.315 8.178 0.2549 -0.8950 -1.3396
C 5.677 -1.015 8.612 -0.4535 2.1122 -0.4060
C 5.456 -2.460 8.556 -0.4848 -1.2146 -0.5731
C 5.037 -3.021 7.130 -0.7563 0.5944 0.2545
N 3.979 -2.160 6.551 -0.4915 0.8312 2.0065
O 3.500 -2.620 5.307 0.7460 0.2563 0.0133
C 6.243 -3.063 6.230 0.4772 0.3856 -0.8803
C 4.454 -4.421 7.287 0.0803 -0.6997 0.7228
C 5.119 0.017 5.791 -1.2607 -0.1432 -1.4167
H 2.233 -0.503 5.468 -0.0533 -0.1619 0.0640
H 2.523 0.958 6.315 0.4237 0.0496 0.3791
H 1.999 -0.490 7.233 -0.2407 0.0992 -0.1360
H 4.462 0.762 8.331 -0.1382 0.0672 -0.3313
H 3.608 -0.712 8.823 -0.2590 0.1199 0.0304
H 5.817 -0.620 9.618 0.6123 -0.4942 0.2758
H 6.549 -0.765 8.008 -0.0215 0.4604 0.0039
H 4.646 -2.619 9.267 0.0766 -0.8356 0.0913
H 6.409 -2.896 8.854 -0.2855 -0.8348 0.1432
H 5.947 -3.053 5.181 -0.2497 -0.3352 -0.0306
H 6.800 -2.130 6.319 0.3985 -0.1758 0.2464
H 6.863 -3.944 6.388 0.1951 0.1717 0.1681
H 3.954 -4.857 6.422 0.4364 0.3068 -0.3385
H 5.270 -5.075 7.596 0.1020 -0.2548 -0.1965
H 3.723 -4.535 8.087 -0.1240 0.5782 0.1774
H 5.157 -0.479 4.821 0.0425 -0.3874 -0.0601
H 6.158 0.113 6.106 -0.3057 -0.0011 0.5296
H 4.689 0.970 5.483 0.4457 0.4317 0.3687
H 2.656 -3.012 5.543 -0.2430 -0.0142 -0.1560